Record 1
# C12H43MnO12

C12H43MnO12 as an isolated structure at a distorted geometry (the ωB97M-V functional and the def2-TZVPD basis, OMol25).

Summary:
- LUMO level (spin up / spin down) (eV) = 0.2 / -0.3
- HOMO-LUMO gap (spin up / spin down) (eV) = 7.15 / 9.51
- total energy (eV) = -69025.41221
- M (g/mol) = 434.40
- spin multiplicity = 7
- ΔE to the lowest compared entry with this formula, charge and spin (kcal per mole) = 30.49
- HOMO level (spin up / spin down) (eV) = -6.93 / -9.83

Geometry as XYZ:
```
68
C12H43MnO12, DFT the ωB97M-V functional and the def2-TZVPD basis
Mn 4.010 0.771 0.323
C 0.025 -0.151 0.413
C 1.430 0.243 0.537
O 1.851 1.057 1.402
O 2.159 -0.137 -0.332
H -0.242 -0.230 -0.640
H -0.595 0.569 0.948
H -0.096 -1.054 1.011
C -4.238 -1.343 0.496
O -3.417 -0.340 0.960
H -3.670 -2.241 0.253
H -4.875 -1.525 1.362
H -4.826 -0.894 -0.304
H -3.790 0.532 0.808
C 3.920 -1.503 2.788
O 4.251 -1.096 1.494
H 3.484 -2.496 2.678
H 4.824 -1.588 3.390
H 3.150 -0.893 3.261
H 4.570 -1.919 1.117
C -2.366 -0.519 -2.487
O -2.074 -0.746 -3.786
H -3.351 -0.129 -2.233
H -2.166 -1.441 -1.942
H -1.612 0.186 -2.135
H -1.246 -0.285 -3.935
C -0.604 3.120 -0.626
O -0.592 4.374 -1.235
H -1.258 2.468 -1.205
H 0.399 2.706 -0.532
H -1.060 3.191 0.362
H -1.523 4.535 -1.405
C 1.074 2.429 -3.380
O 2.279 2.684 -2.647
H 1.433 1.767 -4.168
H 0.405 1.947 -2.667
H 0.674 3.383 -3.724
H 2.697 1.870 -2.358
C 1.184 -3.706 -1.090
O 2.027 -3.265 -0.042
H 1.249 -3.073 -1.975
H 1.322 -4.701 -1.513
H 0.151 -3.689 -0.744
H 1.973 -2.314 0.074
C -2.963 -4.453 1.395
O -1.947 -3.858 0.608
H -2.629 -5.444 1.704
H -3.394 -3.883 2.218
H -3.818 -4.547 0.726
H -1.231 -3.654 1.213
C 1.425 -1.157 -3.759
O 0.645 -1.053 -4.946
H 2.005 -2.072 -3.875
H 2.070 -0.278 -3.753
H 0.801 -1.153 -2.866
H 1.193 -0.723 -5.662
C 1.827 3.718 3.746
O 1.247 3.495 2.426
H 2.151 4.722 4.021
H 1.123 3.319 4.476
H 2.737 3.122 3.821
H 1.468 2.597 2.170
C -1.775 2.182 3.349
O -1.524 3.566 3.437
H -2.370 1.927 4.225
H -2.309 1.933 2.432
H -0.970 1.447 3.363
H -0.701 3.690 2.959
```

Results of the Mulliken charge analysis, in e, for atoms 1 through 6: Mn -0.06; C 0.43; C 1.05; O -0.86; O -0.41; H -0.57

Record 2
# C8H8N2O3S

One molecule with the formula C8H8N2O3S at a distorted geometry (the ωB97M-V functional and the def2-TZVPD basis, OMol25).

Summary:
- LUMO level (eV) = -0.2
- HOMO-LUMO gap (eV) = 8.51
- total energy (eV) = -28379.65790
- M (g/mol) = 212.23
- spin multiplicity = 1
- ΔE to the lowest compared entry with this formula, charge and spin (kcal per mole) = 77.35
- SMILES string = CS(=O)(=O)c1nc2ccccc2n1O
- HOMO level (eV) = -8.68

Geometry as XYZ:
```
22
C8H8N2O3S, DFT the ωB97M-V functional and the def2-TZVPD basis
C -3.350 1.390 0.366
S -2.868 -0.167 -0.352
O -3.646 -0.407 -1.569
O -2.865 -1.175 0.763
C -1.201 -0.091 -0.682
N -0.321 0.837 -0.662
C 0.914 0.354 -0.513
C 2.111 1.033 -0.429
C 3.273 0.319 -0.366
C 3.182 -1.017 -0.195
C 2.053 -1.780 -0.265
C 0.863 -1.115 -0.460
N -0.487 -1.469 -0.432
O -0.986 -2.720 -0.370
H -3.540 1.152 1.390
H -2.382 2.014 0.254
H -4.289 1.874 -0.193
H 2.142 2.064 -0.650
H 4.235 0.739 -0.117
H 4.118 -1.469 0.156
H 2.173 -2.916 -0.210
H -1.799 -2.595 0.204
```

Results of the Mulliken charge analysis, in e, for atoms 1 through 6: C -0.90; S 1.22; O -0.64; O -0.79; C 0.08; N -0.57

Record 3
# C36H82N4O7

A 7-piece molecular cluster, C36H82N4O7 overall at a distorted geometry (the ωB97M-V functional and the def2-TZVPD basis, OMol25).

Summary:
- LUMO level (spin up / spin down) (eV) = 2.2 / 2.1
- HOMO-LUMO gap (spin up / spin down) (eV) = 1.59 / 7.77
- total energy (eV) = -58944.51966
- M (g/mol) = 683.07
- net charge = -1
- spin multiplicity = 2
- HOMO level (spin up / spin down) (eV) = 0.59 / -5.65

Geometry as XYZ:
```
129
C36H82N4O7, DFT the ωB97M-V functional and the def2-TZVPD basis
C -4.006 1.075 -2.036
C -4.603 0.385 -0.706
C -6.172 0.429 -0.639
C -6.871 -0.535 -1.484
C -6.396 -1.940 -1.355
C -4.823 -2.080 -1.421
N -4.146 -0.988 -0.606
O -2.780 -1.107 -0.513
C -4.504 -3.420 -0.617
C -4.473 -2.118 -2.932
C -4.065 1.205 0.571
H -4.258 2.133 -2.099
H -4.489 0.645 -2.913
H -2.939 0.909 -2.186
H -6.584 0.771 0.311
H -6.382 1.401 -1.085
H -6.940 -0.205 -2.521
H -7.885 -0.568 -1.086
H -6.905 -2.458 -2.168
H -6.744 -2.418 -0.439
H -5.075 -3.561 0.301
H -4.753 -4.199 -1.338
H -3.453 -3.547 -0.356
H -3.469 -1.698 -3.002
H -4.427 -3.115 -3.370
H -5.130 -1.619 -3.644
H -2.996 1.112 0.762
H -4.375 0.842 1.551
H -4.366 2.253 0.541
H -2.615 -1.742 0.188
C -0.133 5.272 -1.664
C -0.529 5.355 -3.177
C -2.005 4.887 -3.349
C -3.108 5.848 -2.843
C -2.923 7.240 -3.432
C -1.407 7.764 -3.438
N -0.431 6.723 -3.716
O 0.876 7.022 -3.509
C -1.420 8.866 -4.611
C -1.115 8.545 -2.124
C 0.265 4.254 -3.959
H -0.825 5.939 -1.150
H 0.903 5.557 -1.480
H -0.209 4.234 -1.338
H -2.273 4.763 -4.399
H -2.184 3.925 -2.868
H -3.133 5.860 -1.753
H -4.058 5.421 -3.162
H -3.499 7.940 -2.827
H -3.463 7.210 -4.377
H -1.608 8.499 -5.620
H -2.233 9.507 -4.268
H -0.465 9.379 -4.724
H -0.062 8.479 -1.853
H -1.601 9.518 -2.050
H -1.568 7.954 -1.328
H 0.286 4.497 -5.022
H -0.099 3.249 -3.746
H 1.334 4.311 -3.756
H 1.273 6.589 -4.269
C 4.256 2.525 0.340
C 4.077 1.067 0.975
C 3.396 1.159 2.407
C 1.864 1.315 2.455
C 1.240 0.232 1.608
C 1.752 0.009 0.176
N 3.239 0.160 0.104
O 3.725 0.014 -1.201
C 1.332 -1.371 -0.235
C 1.023 1.080 -0.840
C 5.530 0.536 1.291
H 3.283 2.993 0.192
H 4.555 2.496 -0.708
H 4.916 3.184 0.905
H 3.719 0.272 2.952
H 3.784 2.040 2.917
H 1.743 2.272 1.946
H 1.458 1.450 3.458
H 0.157 0.355 1.593
H 1.387 -0.682 2.183
H 1.528 -2.149 0.502
H 0.245 -1.315 -0.304
H 1.742 -1.615 -1.215
H 0.991 2.077 -0.399
H 1.560 1.094 -1.788
H -0.036 0.939 -1.054
H 6.036 1.186 2.005
H 6.144 0.490 0.392
H 5.386 -0.498 1.603
H 4.366 -0.695 -1.106
C 2.407 -8.017 4.626
C 3.159 -6.810 5.107
C 4.108 -6.542 3.808
C 3.415 -5.916 2.648
C 2.501 -4.645 2.978
C 1.523 -4.890 4.234
N 2.213 -5.641 5.327
O 1.498 -5.831 6.536
C 1.138 -3.505 4.830
C 0.257 -5.723 3.837
C 4.127 -7.200 6.265
H 1.546 -8.146 5.282
H 2.941 -8.928 4.897
H 2.100 -8.233 3.603
H 4.945 -6.006 4.257
H 4.471 -7.490 3.412
H 2.678 -6.512 2.110
H 4.133 -5.764 1.843
H 1.937 -4.243 2.136
H 3.120 -3.813 3.316
H 2.022 -3.032 5.257
H 0.749 -2.770 4.126
H 0.364 -3.520 5.598
H 0.398 -5.984 2.788
H 0.017 -6.736 4.162
H -0.681 -5.183 3.965
H 5.181 -7.356 6.032
H 3.862 -8.093 6.832
H 4.187 -6.348 6.942
H 1.605 -4.990 6.986
O -1.139 -1.604 -2.682
H -1.725 -2.006 -2.040
H -1.486 -0.720 -2.804
O 6.598 0.958 -2.704
H 7.387 0.602 -2.295
H 6.750 1.903 -2.737
O 3.171 -3.771 -3.357
H 3.248 -4.652 -3.724
H 2.917 -3.912 -2.445
```

Results of the Mulliken charge analysis, in e, for atoms 1 through 6: C -1.36; C 2.50; C -1.40; C -0.71; C -1.33; C 2.54

Record 4
# C8H17F3HfN2O5SSi

C8H17F3HfN2O5SSi as an isolated structure at a distorted geometry (the ωB97M-V functional and the def2-TZVPD basis, OMol25).

Summary:
- LUMO level (eV) = -19.2
- HOMO-LUMO gap (eV) = 2.91
- total energy (eV) = -49898.80972
- M (g/mol) = 516.87
- net charge = +4
- spin multiplicity = 1
- HOMO level (eV) = -22.09

Geometry as XYZ:
```
38
C8H17F3HfN2O5SSi, DFT the ωB97M-V functional and the def2-TZVPD basis
C -0.656 4.477 -1.365
C -0.540 2.882 -1.707
N 0.395 2.155 -0.764
Si -0.258 0.533 -0.308
C -1.068 -0.248 -1.861
O -1.151 -1.703 -1.848
O -2.369 -1.985 -2.378
C 1.048 -0.561 0.573
C 1.852 -1.561 -0.401
O 1.878 -1.388 -1.650
N 2.672 -2.743 0.110
C 3.873 -2.293 0.864
C 1.835 -3.709 0.872
S -1.835 0.965 1.192
O -2.852 1.966 0.671
O -1.088 1.712 2.350
C -2.600 -0.570 1.928
F -1.693 -1.156 2.866
F -3.072 -1.495 0.958
F -3.744 -0.178 2.690
H -0.025 5.126 -2.070
H -0.406 4.715 -0.269
H -1.757 4.781 -1.562
H -1.621 2.490 -1.698
H -0.051 2.830 -2.754
H 0.337 2.684 0.138
H -0.504 0.170 -2.790
H -2.148 0.168 -1.962
H -2.896 -2.347 -1.620
H 0.576 -1.081 1.499
H 1.839 0.165 1.023
H 4.244 -1.253 0.508
H 3.750 -2.298 2.007
H 4.734 -3.032 0.571
H 2.329 -4.758 0.720
H 1.758 -3.499 1.998
H 0.784 -3.808 0.396
Hf -1.571 3.846 3.072
```

Results of the Mulliken charge analysis, in e, for atoms 1 through 6: C -0.88; C -0.22; N -0.26; Si 0.26; C -0.56; O -0.03

Among the records above, which one has the lowest M? C8H8N2O3S

What is the M in the fourth record? 516.87 g/mol